[1]
The following is a DFT calculation (wB97M-V/def2-TZVPD) of a cluster of 3 separate species, C20H21N2O4PS in total at a distorted geometry.

XYZ file:
```
49
Properties=species:S:1:pos:R:3:forces:R:3:lowdin_charge:R:1
S -3.649 4.476 4.174 0.57 -1.07 -0.11 0.2514
P -4.605 3.132 2.768 -0.47 1.36 -0.31 0.5068
O 2.089 -3.325 -5.455 -0.07 0.28 0.52 0.0721
O -0.606 -1.663 0.525 0.51 0.04 0.09 0.0675
O 2.735 -2.926 -3.430 -0.36 0.09 -0.41 0.0678
O 1.263 -0.721 1.077 -0.07 -0.76 -0.48 0.0380
N 1.978 -2.763 -4.376 0.47 -0.39 -0.10 -0.3475
N 0.590 -1.699 0.778 -0.12 0.34 -0.03 -0.3310
C 0.709 -1.156 -2.994 0.01 -0.01 0.10 -0.0006
C 1.412 5.179 2.341 -1.18 -0.82 0.12 -0.0969
C 0.533 -4.134 0.367 -0.12 -0.03 -0.03 0.0006
C 2.519 -5.467 0.663 -0.02 0.04 0.00 -0.0667
C -2.037 3.113 1.593 1.68 -0.29 -0.04 -0.2976
C 0.408 3.932 2.179 -2.62 -1.45 -0.54 -0.2111
C 0.859 -1.833 -4.202 -0.66 0.52 0.10 -0.1446
C 2.614 -3.089 1.041 0.07 0.07 0.04 0.0024
C 0.766 2.465 2.480 -2.21 0.45 -0.73 -0.0410
C -0.234 1.277 2.340 -2.07 4.30 -0.81 -0.0565
C -1.674 1.637 1.899 3.13 2.55 0.43 -0.0610
C -1.123 -0.782 -5.064 0.16 -0.01 0.22 -0.0679
C -1.047 4.290 1.711 1.08 -4.76 0.99 -0.0273
C -0.049 -1.647 -5.243 -0.02 -0.04 -0.09 -0.0036
C -0.366 -0.291 -2.825 -0.03 -0.06 -0.17 -0.0597
C -1.282 -0.108 -3.857 0.04 -0.04 -0.02 -0.0685
C 1.169 -5.370 0.338 0.17 0.20 0.07 -0.0628
C 3.241 -4.330 1.012 -0.25 -0.02 -0.06 -0.0614
C -3.576 3.405 1.163 2.36 -0.31 0.93 -0.4330
C 1.260 -3.000 0.724 0.38 -0.76 0.00 -0.1465
H -2.367 3.982 4.448 -1.14 0.19 -0.57 -0.1713
H 2.035 5.339 1.398 -0.61 -0.40 1.44 0.0795
H -1.839 -0.634 -5.866 0.12 -0.05 0.07 0.1077
H 0.612 -6.260 0.064 0.03 0.14 0.02 0.1095
H -3.655 4.518 0.866 -0.18 -1.87 0.53 0.0792
H 1.414 -1.292 -2.181 0.02 -0.10 -0.23 0.1120
H 0.027 0.188 2.531 -0.28 2.06 -0.10 0.0696
H -2.471 0.833 1.797 1.22 1.20 0.12 0.0879
H 3.188 -2.210 1.314 -0.25 -0.01 -0.06 0.1198
H 4.293 -4.412 1.263 -0.13 0.06 -0.04 0.1100
H 1.833 2.229 2.831 -1.79 0.45 -0.62 0.0943
H 0.767 6.121 2.478 1.03 -1.44 -0.11 0.0754
H -0.520 -4.072 0.115 0.16 0.19 0.07 0.1196
H 2.020 4.999 3.286 -0.48 0.44 -1.45 0.0755
H -1.388 5.351 1.492 0.60 -1.59 0.35 0.0974
H -3.893 2.716 0.314 0.28 0.93 1.18 0.0748
H -0.494 0.239 -1.886 0.06 -0.10 -0.07 0.1085
H 3.010 -6.435 0.647 -0.06 0.12 -0.01 0.1092
H -4.404 1.803 3.266 0.77 0.46 -0.40 -0.1065
H -2.125 0.562 -3.718 0.11 -0.07 -0.01 0.1080
H 0.064 -2.166 -6.188 0.15 -0.02 0.22 0.1185
```
Forces are in eV/Å.

- relative energy (zero: lowest compared OMol25 entry of this formula, charge and spin) (kJ/mol) = 451.9
- SMILES = O=[N+]([O-])c1ccccc1.O=[N+]([O-])c1ccccc1.Cc1cccc(CPS)c1
- net charge = 0
- maximum force (hartree/bohr) = 0.09687
- Kohn-Sham gap (eV) = 7.19


[2]
The following is a DFT calculation (wB97M-V/def2-TZVPD) of the molecule C20H21N3O3S at a distorted geometry.

XYZ file:
```
48
Properties=species:S:1:pos:R:3:forces:R:3:lowdin_charge:R:1
S -0.436 -1.325 0.667 0.14 -0.23 0.12 1.0668
O -2.151 1.324 -2.883 0.32 0.07 -0.02 -0.0865
O -2.138 -3.084 3.466 0.07 -0.16 0.29 0.0849
O 0.571 1.072 4.130 -0.01 0.15 0.20 0.0983
N 1.129 0.444 2.041 0.36 0.68 0.32 -0.0092
N 2.071 -0.478 0.180 0.24 0.52 0.62 0.1157
N -3.064 -2.587 1.472 -0.38 -0.18 -0.31 0.1586
C 3.368 -1.843 -1.258 -0.14 -0.01 0.04 -0.0232
C 0.503 0.248 3.247 -0.27 -0.51 0.00 -0.4385
C -2.186 -2.394 2.479 0.21 0.41 -0.17 -0.5835
C 2.559 -2.489 -3.423 -0.02 -0.04 -0.12 -0.0980
C 1.081 -0.402 0.952 -0.56 -0.95 -0.44 -0.5315
C 0.158 2.501 0.371 -0.10 0.20 0.18 -0.2449
C 2.172 -1.167 -1.008 -0.08 -0.36 -0.55 -0.2932
C -3.509 0.989 -2.747 -0.21 -0.04 0.02 -0.0896
C -1.981 1.768 -0.487 -0.27 -0.08 -0.31 -0.0314
C 1.181 -1.144 -1.989 0.08 0.06 0.13 -0.0669
C -0.249 -1.054 3.384 -0.22 0.03 0.23 -0.0962
C -0.122 2.054 -1.979 -0.18 -0.03 -0.11 -0.0105
C 0.672 2.439 -0.921 -0.19 -0.01 -0.03 -0.0278
C 1.041 2.849 1.535 0.06 -0.21 0.03 -0.1124
C -1.285 -1.168 2.284 0.39 0.05 -0.20 -0.4532
C 1.934 1.655 1.902 0.19 0.41 0.17 -0.1142
C -1.459 1.707 -1.772 0.11 0.06 0.12 -0.2897
C 3.550 -2.508 -2.453 0.02 -0.07 -0.03 -0.0893
C 1.382 -1.800 -3.188 0.00 -0.09 -0.11 -0.0807
C -1.171 2.164 0.566 0.21 0.11 -0.03 -0.0508
H 1.706 2.694 -1.098 0.15 0.02 -0.04 0.1238
H -3.646 0.119 -2.095 0.00 0.04 0.00 0.0891
H 2.429 1.840 2.858 0.02 -0.03 -0.16 0.1281
H 2.674 1.465 1.126 -0.06 0.03 0.16 0.1155
H -3.637 -3.415 1.495 0.04 0.03 0.01 0.1185
H -1.914 -0.272 2.238 0.01 -0.07 0.09 0.1178
H 4.473 -3.039 -2.635 0.07 -0.04 -0.01 0.1014
H 0.431 3.111 2.401 0.05 0.05 -0.02 0.1131
H -3.854 0.742 -3.750 -0.03 0.00 0.09 0.0939
H -3.011 1.513 -0.290 -0.10 -0.02 -0.03 0.1035
H -2.977 -2.090 0.602 -0.03 0.01 0.01 0.0763
H -1.591 2.214 1.562 -0.03 0.02 0.11 0.1177
H -4.095 1.829 -2.360 0.03 -0.04 0.01 0.0972
H 1.684 3.696 1.292 0.00 0.06 0.05 0.1208
H 0.271 2.003 -2.982 0.06 -0.01 -0.13 0.1234
H -0.738 -1.078 4.359 0.12 0.07 -0.10 0.1364
H 0.611 -1.770 -3.945 -0.06 0.00 -0.08 0.1039
H 4.132 -1.848 -0.496 0.08 0.06 0.07 0.1100
H 0.441 -1.900 3.327 -0.05 0.02 0.00 0.1403
H 2.709 -3.004 -4.360 0.01 -0.03 -0.08 0.0983
H 0.275 -0.583 -1.818 -0.06 0.04 -0.02 0.0679
```
Forces are in eV/Å.

- relative energy (zero: lowest compared OMol25 entry of this formula, charge and spin) (kJ/mol) = 142.5
- SMILES = COc1ccc(CCN2C(=O)C[C@H](C(N)=O)S/C2=N\c2ccccc2)cc1
- net charge = 0
- maximum force (hartree/bohr) = 0.02308
- Kohn-Sham gap (eV) = 8.54


[3]
The following is a DFT calculation (wB97M-V/def2-TZVPD) of the molecule C20H21N3O3S at a distorted geometry.

XYZ file:
```
48
Properties=species:S:1:pos:R:3:forces:R:3:lowdin_charge:R:1
S -1.680 -0.510 -1.925 -0.15 0.01 0.06 0.9196
O -1.969 2.702 -0.304 -0.69 -0.08 0.04 0.0273
O 1.474 1.591 2.227 -0.21 -0.07 0.22 0.0636
O -4.068 0.232 -0.191 -0.04 -0.57 -0.05 -0.0841
N 2.077 1.480 0.049 0.14 0.02 0.15 -0.0381
N -0.624 2.763 -0.249 1.15 0.22 -0.13 0.1340
N 4.164 -0.601 -1.036 0.13 0.35 -0.12 0.1088
C 4.138 -2.887 -0.363 -0.03 0.04 0.03 -0.0675
C 1.187 1.650 1.041 0.24 0.14 -0.07 -0.4018
C 3.469 1.220 0.412 0.25 0.17 0.22 -0.2787
C -1.529 -2.415 0.022 -0.08 0.02 0.04 -0.0973
C 4.429 2.132 -0.342 -0.19 -0.11 0.11 -0.0354
C -3.856 1.408 0.577 0.23 0.37 0.04 -0.0871
C 4.357 -1.883 -1.292 0.04 -0.39 -0.06 -0.1334
C -0.225 1.888 0.639 -1.01 0.06 0.06 -0.1961
C -2.252 -1.331 -0.454 -0.07 0.34 -0.52 -0.4641
C -3.174 -0.550 -2.962 0.27 -0.11 0.31 -0.3530
C 3.743 -0.249 0.172 -0.04 -0.08 0.29 -0.2362
C 3.686 -2.523 0.897 0.01 0.06 -0.05 -0.0639
C -3.366 -0.876 0.254 0.04 -0.15 0.07 -0.3059
C -1.916 -3.060 1.182 0.06 -0.06 0.10 -0.0838
C 3.482 -1.182 1.171 0.05 -0.07 -0.08 -0.0014
C -3.760 -1.544 1.405 -0.13 0.24 -0.13 -0.0096
C -2.410 1.779 0.563 0.58 -0.53 0.68 -0.2396
C -3.042 -2.632 1.866 0.05 0.00 0.05 -0.0758
C 1.733 1.432 -1.353 -0.15 0.06 -0.49 -0.0327
C -1.341 1.226 1.212 -0.45 0.55 -0.33 0.0642
H -2.903 -0.064 -3.894 -0.01 0.02 -0.10 0.0323
H 5.428 2.020 0.073 0.12 0.00 -0.01 0.0843
H -4.194 1.263 1.611 0.03 0.05 -0.18 0.1355
H -4.631 -1.194 1.939 -0.11 0.03 0.05 0.1215
H 2.470 0.816 -1.866 -0.06 0.05 -0.01 0.0809
H -1.326 0.470 1.967 -0.05 -0.18 0.19 0.1316
H -0.656 -2.736 -0.526 0.06 -0.07 -0.08 0.1015
H 1.726 2.433 -1.787 -0.01 -0.06 -0.09 0.0974
H 4.702 -2.109 -2.293 0.03 -0.13 -0.05 0.1060
H 3.496 -3.273 1.652 0.00 -0.04 0.05 0.1054
H -4.452 2.183 0.091 0.03 -0.04 0.16 0.1425
H 3.531 1.422 1.487 0.00 -0.09 -0.27 0.1406
H -3.449 -1.585 -3.142 -0.09 -0.01 -0.11 0.0400
H 4.118 3.167 -0.235 -0.01 0.11 0.03 0.0867
H 3.123 -0.854 2.134 -0.04 0.07 0.10 0.1151
H -1.343 -3.898 1.547 0.04 -0.09 0.04 0.1031
H 4.312 -3.921 -0.617 0.03 -0.07 -0.05 0.0989
H 0.750 0.985 -1.495 0.09 0.04 -0.04 0.0464
H -3.976 -0.014 -2.469 -0.05 0.02 -0.09 0.0276
H 4.466 1.869 -1.394 0.05 0.03 -0.10 0.0664
H -3.356 -3.139 2.766 -0.04 -0.05 0.07 0.1046
```
Forces are in eV/Å.

- relative energy (zero: lowest compared OMol25 entry of this formula, charge and spin) (kJ/mol) = 372.1
- SMILES = CSc1ccccc1OCc1cc(C(=O)N(C)[C@H](C)c2ccccn2)no1
- net charge = 0
- maximum force (hartree/bohr) = 0.02297
- Kohn-Sham gap (eV) = 9.19